<1>
DFT (ωB97M-V with the def2-TZVPD basis set) results for the molecule C8H11N3O2.

Properties
HOMO-LUMO gap (eV): 8.67
Highest occupied orbital energy (hartree): -0.2928

```
24
Properties=species:S:1:pos:R:3:lowdin_charge:R:1
C -1.91 -2.37 0.47 -0.1882
C -0.11 -1.20 0.25 -0.1765
C -1.14 -0.29 0.23 -0.2054
C 1.37 -0.92 0.06 -0.5123
C -1.45 1.16 0.17 -0.0798
C -0.36 2.21 0.71 -0.1342
C 1.31 0.66 -0.20 -0.2594
C 1.61 1.20 -1.58 0.0019
N -0.61 -2.46 0.39 0.1109
N -2.27 -1.06 0.36 0.0674
N 0.71 1.25 0.70 0.0451
O 1.93 -1.50 -1.02 0.0545
O 2.11 -1.36 1.18 -0.0124
H -2.65 -3.27 0.43 0.1478
H -1.54 1.33 -0.95 0.1404
H -2.44 1.27 0.62 0.1013
H -0.20 3.04 0.12 0.0707
H -0.51 2.56 1.74 0.1108
H 0.91 1.95 -1.82 0.0559
H 1.58 0.45 -2.37 0.0772
H 2.66 1.54 -1.64 0.0965
H -3.21 -0.68 0.62 0.1662
H 1.60 -1.50 2.12 0.2081
H 2.64 -1.99 -0.60 0.1137
```

<2>
DFT (ωB97M-V with the def2-TZVPD basis set) results for the molecule C8H11N3O2.

Properties
HOMO-LUMO gap (spin up / spin down) (eV): 9.30 / 5.83
Highest occupied orbital energy (spin up / spin down) (hartree): -0.3159 / -0.2513

```
24
Properties=species:S:1:pos:R:3:lowdin_charge:R:1
C 1.24 1.60 0.47 -0.1397
C -0.73 1.07 1.31 -0.3553
C -1.14 1.20 -0.94 -0.4302
C 0.56 -0.41 -1.81 -0.0754
C 1.65 -0.52 -0.67 -0.1356
C 0.29 -0.85 2.34 -0.0092
C -0.84 -0.11 -1.31 -0.1280
C -1.69 -1.25 -0.84 -0.0332
N 0.23 2.08 1.05 0.1606
N 1.40 0.22 0.52 -0.0223
N 0.12 -0.15 1.22 -0.0843
O -0.64 2.17 -1.43 0.1496
O -1.72 1.26 0.38 0.0311
H 1.94 2.26 0.12 0.1125
H -1.25 1.08 2.18 0.1249
H 0.83 0.40 -2.45 0.1026
H 0.62 -1.36 -2.28 0.0999
H 1.81 -1.58 -0.54 0.1147
H 2.63 -0.12 -0.85 0.1222
H -0.48 -0.71 3.20 0.0899
H 1.04 -1.65 2.59 0.0737
H -1.23 -1.98 -0.26 0.0518
H -2.10 -1.84 -1.67 0.0883
H -2.54 -0.81 -0.31 0.0914
```

Most stable: <1>. Least stable: <2>.

<1>
DFT (ωB97M-V with the def2-TZVPD basis set) results for the ion C2H7N2OS with charge +1.

Properties
Charge: +1
HOMO-LUMO gap (eV): 9.40
Highest occupied orbital energy (hartree): -0.5183

```
13
Properties=species:S:1:pos:R:3:lowdin_charge:R:1
C 0.40 -0.67 0.53 -0.7781
C -0.25 0.75 -1.29 0.0117
N 0.29 0.78 1.38 0.1066
N -0.60 -0.49 -0.51 0.0579
O 1.50 -1.24 0.18 -0.2764
S 0.71 -2.30 1.34 1.0167
H 0.11 1.43 -0.58 0.0465
H 0.43 0.49 -2.16 0.1349
H -1.28 1.13 -1.79 0.1660
H -0.41 0.74 2.13 0.0898
H 1.09 0.94 1.93 0.0565
H -0.55 -1.32 -1.13 0.2083
H -1.43 -0.24 -0.04 0.1597
```

<2>
DFT (ωB97M-V with the def2-TZVPD basis set) results for the ion C2H7N2OS with charge +1.

Properties
Charge: +1
HOMO-LUMO gap (eV): 10.01
Highest occupied orbital energy (hartree): -0.5510

```
13
Properties=species:S:1:pos:R:3:lowdin_charge:R:1
C -0.52 -0.76 0.54 -0.3260
C 1.64 1.12 -0.43 -0.2150
N -1.76 -0.58 1.00 0.1301
N -0.57 -1.48 -0.52 0.1152
O 2.11 -1.42 -0.09 -0.4691
S 1.67 -0.37 0.72 1.0239
H 0.77 1.21 -1.01 0.0295
H 2.59 1.28 -1.00 0.0880
H 1.48 1.96 0.28 0.0661
H -2.47 -1.28 0.64 0.1601
H -1.87 -0.14 1.92 0.1326
H -1.38 -1.85 -0.87 0.1042
H 0.34 -1.66 -1.09 0.1604
```

Most stable: <2>. Least stable: <1>.